No. 1
Here is C26H35MoN2O2P2SeSi as an isolated structure in a non-equilibrium geometry from the OMol25 dataset. Energies are from wB97M-V/def2-TZVPD.

Geometry as ORCA input:
```
! wB97M-V def2-TZVPD RIJCOSX def2/J DEFGRID3
* xyz 3 1
C -0.80 4.57 -2.73
N 1.93 0.71 -1.61
C -1.01 3.24 -2.43
H 2.62 0.35 4.55
H 0.85 -3.27 -1.57
C 2.94 -0.31 -1.54
H -4.10 -0.14 -2.35
C 4.92 -2.24 -1.51
C -2.37 -1.83 0.00
C -3.11 -0.66 0.21
H -4.81 0.21 1.20
C 3.79 -2.41 -2.31
C -2.74 -3.01 0.65
C -4.58 -1.86 1.69
C -0.90 2.22 4.92
H 1.93 -1.55 -2.97
H -4.76 1.35 -1.65
P -2.60 0.82 -0.72
H -1.11 2.55 5.94
H -1.64 5.18 -3.05
H -2.19 -3.93 0.50
Se 0.39 0.49 1.19
H -0.23 -1.32 6.02
H 3.68 -3.27 -2.96
C 0.47 5.10 -2.60
H 2.37 1.07 6.14
C 6.08 -3.21 -1.44
H -0.61 -4.12 -1.01
Si 0.26 0.81 4.98
H -3.54 1.43 -2.93
H 0.43 -3.24 0.16
H 2.53 4.60 -2.19
H 5.11 -4.55 -2.45
H 3.33 2.18 -1.97
H -2.35 2.23 1.21
H -4.13 -3.93 1.99
H -4.04 2.25 0.63
H -2.00 2.81 -2.52
H -1.85 1.93 4.47
C 2.29 1.92 -1.81
P -0.96 -1.74 -1.15
C -3.84 -3.01 1.49
Mo -0.11 0.54 -1.01
C 0.02 -3.24 -0.86
H -2.59 -2.42 -2.81
H 2.32 2.10 4.71
C 1.24 2.92 -2.01
H 0.15 -1.53 4.32
N -0.03 2.41 -2.04
C -4.22 -0.68 1.05
O 5.96 -4.41 -2.02
O 7.09 -2.90 -0.88
H 5.93 -0.98 -0.13
C -1.61 -1.95 -2.84
H -5.45 -1.87 2.34
C 2.06 1.11 5.09
H -0.94 -2.59 -3.42
C 2.79 -1.45 -2.31
H -1.46 -0.92 4.81
H 0.65 6.15 -2.79
C -0.39 -0.89 5.03
C 4.06 -0.13 -0.74
C 5.04 -1.10 -0.73
H -2.80 3.18 -0.22
H 4.15 0.75 -0.11
C -3.86 0.88 -2.05
H -1.70 -0.99 -3.37
C -2.99 2.25 0.33
H -0.47 3.07 4.39
C 1.51 4.25 -2.25
*
```

Properties
Energy relative to the best compared isomer or geometry (same formula, charge and spin): 0.000 eV
HOMO energy (alpha / beta): -16.319 / -16.319 eV
Frontier orbital gap (alpha / beta): 6.38 / 6.38 eV

=====

No. 2
Here is the molecule C4H5N3 in a non-equilibrium geometry from the OMol25 dataset. Energies are from wB97M-V/def2-TZVPD.

Geometry as ORCA input:
```
! wB97M-V def2-TZVPD RIJCOSX def2/J DEFGRID3
* xyz 0 1
C 1.67 -0.53 0.54
C -0.71 -0.97 -0.49
H -0.64 -2.00 -0.14
H 1.11 -0.15 -1.43
C -1.13 0.93 0.50
H -1.06 -0.99 -1.53
H -1.62 1.74 1.05
N 2.56 -0.57 1.27
C 0.62 -0.16 -0.45
H 0.76 1.74 0.45
N -1.67 -0.20 0.30
N 0.12 1.16 -0.07
*
```

Properties
Structure (SMILES): N#C[C@H]1CN=CN1
Energy relative to the best compared isomer or geometry (same formula, charge and spin): 1.329 eV
HOMO energy: -9.700 eV
Frontier orbital gap: 10.44 eV

=====

No. 3
Here is a 2-piece molecular cluster, C6H10N3 overall in a non-equilibrium geometry from the OMol25 dataset. Energies are from wB97M-V/def2-TZVPD.

Geometry as ORCA input:
```
! wB97M-V def2-TZVPD RIJCOSX def2/J DEFGRID3
* xyz 1 1
H -2.14 -0.99 1.66
N -4.23 0.43 -0.29
H 4.30 -0.35 -0.89
C -2.09 -0.24 -0.30
H 4.48 -0.55 0.86
N -2.57 -0.61 0.90
H -0.47 -0.42 -1.68
C 3.28 1.04 0.40
C -3.89 -0.17 0.88
H -0.08 -1.02 -0.11
H 3.37 1.38 1.51
C 2.48 -0.11 0.06
H 1.72 -0.44 -0.61
C -3.14 0.39 -1.02
H -4.64 -0.21 1.63
C -0.78 -0.54 -0.66
H -3.02 0.69 -2.01
H 3.50 1.95 -0.37
N 3.92 -0.22 0.06
*
```

Properties
Energy relative to the best compared isomer or geometry (same formula, charge and spin): 6.943 eV
HOMO energy (alpha / beta): -9.717 / -9.484 eV
Frontier orbital gap (alpha / beta): 3.49 / 3.09 eV

=====

No. 4
Here is C3H7NOSn as an isolated structure in a non-equilibrium geometry from the OMol25 dataset. Energies are from wB97M-V/def2-TZVPD.

Geometry as ORCA input:
```
! wB97M-V def2-TZVPD RIJCOSX def2/J DEFGRID3
* xyz 2 1
C -6.36 -31.90 3.40
H -6.07 -32.55 7.06
H -8.33 -32.88 5.97
H -5.32 -32.01 3.71
C -7.43 -32.61 4.19
N -7.51 -32.50 5.53
H -6.33 -32.36 2.41
H -6.56 -30.83 3.37
H -5.68 -31.25 5.96
O -8.17 -33.40 3.55
Sn -13.95 -34.64 2.22
C -6.51 -31.81 6.40
H -6.97 -31.15 7.13
*
```

Properties
Energy relative to the best compared isomer or geometry (same formula, charge and spin): 3.928 eV
HOMO energy: -15.261 eV
Frontier orbital gap: 2.34 eV